# C3H24NO10

A cluster of 9 separate species, C3H24NO10 in total (ωB97M-V/def2-TZVPD, the OMol25 dataset).

Structure (XYZ):
```
38
Properties=species:S:1:pos:R:3:forces:R:3
C 1.755 0.882 -0.334 -0.21 0.10 0.67
C 0.900 1.633 -1.401 0.09 0.27 0.08
O -0.501 1.415 -1.368 0.20 -0.73 0.44
N 1.061 0.283 0.829 -0.12 0.03 -0.76
C 1.640 -1.011 1.318 -1.24 1.16 0.00
O 0.928 -2.055 0.771 0.94 -0.48 0.30
H 2.379 1.595 0.221 0.54 0.06 -1.14
H 2.337 0.153 -0.896 0.41 -0.22 0.28
H 1.049 2.698 -1.237 -0.26 0.12 -0.03
H 1.236 1.431 -2.437 0.23 -0.14 0.52
H -0.691 0.496 -1.626 0.02 0.19 -0.45
H 0.121 0.022 0.554 0.03 -0.15 0.06
H 2.718 -0.956 1.122 0.06 -0.44 -0.28
H 1.516 -0.905 2.412 0.02 -0.59 -0.11
H -0.334 2.206 2.915 0.63 0.10 0.30
H 0.928 1.682 2.415 0.25 -0.24 0.04
O 0.610 2.169 3.195 -0.68 0.05 -0.29
H 2.248 -1.882 -1.812 -0.05 -0.40 -0.14
H 2.516 -1.032 -3.018 -0.02 0.11 -0.25
O 2.691 -1.910 -2.674 0.11 0.19 0.32
H -1.070 1.334 0.670 0.39 0.69 -0.26
H -2.099 1.022 1.692 0.46 1.26 0.37
O -1.490 1.793 1.406 -1.18 -1.12 0.01
H -1.337 -2.601 2.694 0.26 -0.50 0.40
H -0.241 -2.227 1.441 0.22 0.37 0.15
O -1.225 -2.133 1.875 -0.19 -0.12 -0.29
H -3.378 -0.484 1.525 -0.33 -0.29 -0.31
H -2.034 -0.930 2.206 -1.05 0.47 -0.25
O -2.841 -0.274 2.283 0.72 -0.16 0.41
H -1.865 3.199 0.083 0.15 -0.32 -0.54
H -1.480 3.099 -1.449 0.03 -0.44 0.49
O -1.985 3.594 -0.800 -0.54 1.05 0.13
H -0.825 -1.722 -2.671 0.52 0.48 -0.01
H -2.036 -1.084 -3.287 0.24 0.44 -0.17
O -1.084 -0.922 -3.199 -0.68 -0.60 0.29
H 0.331 -2.394 -0.637 0.44 0.65 -0.01
H -0.427 -3.500 -1.251 -0.36 -0.62 -0.26
O -0.025 -2.683 -1.531 -0.06 -0.19 0.30
```
Forces are in eV/Å.

Summary:
* Kohn-Sham gap: 8.54 eV
* net charge: -1
* LUMO energy: 2.9 eV
* ΔE to the lowest compared entry with this formula, charge and spin: 0.1 kcal/mol

Atom charges from the natural (NBO) analysis, given in e for atoms 1 to 2: atom 1 (C): -0.26, atom 2 (C): -0.07